[1]
{
  "formula": "C4H7NO3",
  "method": "the ωB97M-V functional and the def2-TZVPD basis",
  "homo_ha": -0.333,
  "e_above_lowest_kj_mol": 604.6,
  "smiles": "O=CCCN(O)C=O",
  "homo_lumo_gap_ev": 8.804,
  "energy_ev": -11889.011,
  "lumo_energy_ev": -0.3,
  "species": ["O", "C", "C", "C", "N", "O", "C", "O", "H", "H", "H", "H", "H", "H", "H"],
  "coordinates": [[1.6017, 1.1439, 0.5271], [0.4129, 1.2135, 1.0820], [-0.8666, 0.2981, 1.1536], [-0.5820, -1.0399, 0.1559], [0.4104, -0.9269, -0.8588], [1.7604, -0.8921, -0.5783], [0.0710, -0.2305, -2.0228], [-1.1318, -0.0136, -2.2716], [0.0669, 2.2170, 1.4055], [-1.6831, 1.1650, 0.7646], [-0.9521, 0.0630, 2.4453], [-1.5901, -1.3745, -0.0937], [-0.2117, -1.6357, 0.9382], [1.8238, -0.2227, 0.1711], [0.8703, 0.2356, -2.8181]],
  "forces_ev_per_a": [[-5.8, 0.9, 3.9], [2.5, 1.1, -2.2], [1.6, 1.4, 0.1], [-1.2, 1.9, 2.7], [-0.5, 1.5, -2.6], [0.1, -1.8, 0.8], [-2.0, 1.4, -1.3], [2.3, -0.5, 0.4], [0.9, -0.1, 0.2], [1.8, -2.8, 1.2], [-0.2, 0.6, -4.1], [0.6, -0.1, -0.8], [0.7, -1.6, 0.5], [0.3, -0.2, -1.2], [-1.2, -1.7, 2.4]],
  "lowdin_charge": [-0.011, -0.141, -0.090, -0.133, -0.179, -0.041, -0.246, -0.031, 0.106, 0.164, 0.195, 0.118, 0.091, 0.012, 0.188]
}

=====

[2]
{
  "formula": "C2H6IOP",
  "method": "the ωB97M-V functional and the def2-TZVPD basis",
  "homo_ha": -0.351,
  "e_above_lowest_kj_mol": 359.2,
  "smiles": "C=PC.OI",
  "homo_lumo_gap_ev": 8.932,
  "energy_ev": -21605.438,
  "lumo_energy_ev": -0.6,
  "species": ["C", "P", "C", "H", "H", "H", "H", "H", "O", "I", "H"],
  "coordinates": [[-0.0810, -1.3548, -1.0311], [0.6966, 0.0035, -1.5808], [1.2012, 0.7619, 0.1435], [-0.0183, -1.7203, 0.0559], [-0.3457, -2.0737, -1.8576], [0.5527, 1.6850, 0.3219], [2.1972, 1.0422, -0.0921], [0.9658, 0.1480, 0.9472], [-2.1460, 0.7464, 0.5781], [-1.7162, 0.0243, 2.3568], [-1.3063, 0.7375, 0.1581]],
  "forces_ev_per_a": [[0.9, -1.4, -0.1], [-0.3, 0.2, 1.9], [-2.3, 1.9, -3.0], [-0.5, 0.5, -1.8], [-0.2, 0.6, 1.3], [1.1, -0.8, -0.4], [1.1, 0.3, 0.8], [0.4, -1.5, 1.3], [-1.2, 0.0, 0.9], [-0.2, -0.1, 0.3], [1.2, 0.0, -1.1]],
  "lowdin_charge": [-0.425, 0.824, -0.363, 0.014, -0.006, 0.042, -0.012, -0.066, -0.727, 0.866, -0.146]
}

=====

What did the second record say?
{
  "formula": "C2H6IOP",
  "method": "the ωB97M-V functional and the def2-TZVPD basis",
  "homo_ha": -0.351,
  "e_above_lowest_kj_mol": 359.2,
  "smiles": "C=PC.OI",
  "homo_lumo_gap_ev": 8.932,
  "energy_ev": -21605.438,
  "lumo_energy_ev": -0.6,
  "species": ["C", "P", "C", "H", "H", "H", "H", "H", "O", "I", "H"],
  "coordinates": [[-0.0810, -1.3548, -1.0311], [0.6966, 0.0035, -1.5808], [1.2012, 0.7619, 0.1435], [-0.0183, -1.7203, 0.0559], [-0.3457, -2.0737, -1.8576], [0.5527, 1.6850, 0.3219], [2.1972, 1.0422, -0.0921], [0.9658, 0.1480, 0.9472], [-2.1460, 0.7464, 0.5781], [-1.7162, 0.0243, 2.3568], [-1.3063, 0.7375, 0.1581]],
  "forces_ev_per_a": [[0.9, -1.4, -0.1], [-0.3, 0.2, 1.9], [-2.3, 1.9, -3.0], [-0.5, 0.5, -1.8], [-0.2, 0.6, 1.3], [1.1, -0.8, -0.4], [1.1, 0.3, 0.8], [0.4, -1.5, 1.3], [-1.2, 0.0, 0.9], [-0.2, -0.1, 0.3], [1.2, 0.0, -1.1]],
  "lowdin_charge": [-0.425, 0.824, -0.363, 0.014, -0.006, 0.042, -0.012, -0.066, -0.727, 0.866, -0.146]
}

=====

- Number 1 is which compound?
  C4H7NO3